Here is a molecular structure, C20H20N4O6S from the Open Molecules 2025 dataset. Energies are from wB97M-V/def2-TZVPD.

Each line ends with the Löwdin charge.
Cartesian coordinates (Å):
C: 2.1537 -0.0580 -3.6136  -0.052
H: 2.1390 -0.9806 -4.1958  0.094
O: 0.8406 0.3948 -3.3243  -0.051
C: 0.1009 -0.2243 -2.3777  -0.191
C: -0.8844 0.5827 -1.8060  0.048
C: -1.7112 0.0995 -0.8121  -0.149
C: -1.6051 -1.2277 -0.4074  0.031
C: -0.6440 -2.0510 -0.9701  -0.172
C: 0.2340 -1.5582 -1.9596  -0.131
O: 1.1368 -2.3700 -2.5883  -0.083
C: 2.0800 -3.0660 -1.7867  -0.051
H: 1.6070 -3.8546 -1.1999  0.084
H: 2.7834 -3.5048 -2.4927  0.097
H: 2.6025 -2.3688 -1.1269  0.073
O: -0.4926 -3.3620 -0.6247  -0.085
C: -1.3875 -3.9237 0.3046  -0.064
H: -1.1020 -4.9716 0.3846  0.099
H: -1.2992 -3.4467 1.2867  0.079
H: -2.4222 -3.8566 -0.0437  0.103
H: -2.2815 -1.5892 0.3488  0.119
C: -2.6812 0.9642 -0.0925  -0.429
O: -3.8476 0.7133 0.0959  0.106
N: -2.1395 2.1054 0.4620  0.120
N: -0.8052 2.4570 0.4461  -0.064
C: 0.1545 1.5778 0.8033  -0.307
N: 1.3615 1.7485 0.3802  0.026
S: 2.3197 0.4656 0.8195  0.681
O: 2.6865 -0.2694 -0.3570  -0.286
O: 3.3783 0.8884 1.6836  -0.272
C: 1.0407 -0.3741 1.7592  -0.189
C: 1.1021 -1.5199 2.5123  -0.019
C: -0.0203 -1.8659 3.2566  -0.063
C: -1.1401 -1.0471 3.2551  -0.053
C: -1.1931 0.1044 2.4828  -0.003
C: -0.0925 0.4267 1.6980  -0.128
H: -2.0739 0.7243 2.5144  0.118
H: -1.9913 -1.3078 3.8659  0.114
H: -0.0104 -2.7625 3.8579  0.112
H: 1.9986 -2.1185 2.5272  0.127
C: -0.4161 3.6008 -0.3664  -0.135
H: 0.2954 3.2741 -1.1303  0.120
H: -1.3183 4.0038 -0.8309  0.138
C: 0.2594 4.6545 0.5225  -0.146
C: -0.6240 5.0225 1.5981  -0.241
N: -1.3626 5.2739 2.4334  0.157
H: 0.5091 5.5414 -0.0636  0.129
H: 1.1776 4.2315 0.9379  0.118
H: -2.7610 2.6957 1.0070  0.168
H: -0.9779 1.5893 -2.1793  0.128
H: 2.6023 0.7425 -4.2016  0.095
H: 2.7213 -0.2038 -2.6923  0.077

## Properties
2S+1: 1
M: 444.5 g/mol
LUMO level: -0.5003 eV
Relative energy (zero: lowest compared OMol25 entry of this formula, charge and spin): 3.174 eV
E_HOMO: -8.4934 eV